# 1
{"formula": "C30H28CuN6O3S4", "method": "ωB97M-V/def2-TZVPD", "spin_multiplicity": 1, "charge": -1, "de_lowest_kj_mol": 0.00, "total_energy_ev": -134629.641, "species": ["Cu", "O", "C", "N", "C", "C", "O", "N", "C", "C", "C", "C", "C", "C", "C", "C", "C", "C", "C", "C", "H", "H", "H", "H", "H", "H", "H", "H", "H", "H", "H", "C", "S", "O", "C", "C", "C", "C", "C", "C", "H", "H", "H", "H", "H", "H", "H", "H", "S", "C", "S", "C", "N", "N", "C", "C", "C", "C", "C", "C", "S", "H", "H", "H", "H", "H", "N", "N", "H", "H", "H", "H"], "xyz": [[-1.04796, -0.90421, 1.30076], [-0.13690, 1.38026, 3.20284], [0.46755, 1.29489, 2.16215], [1.68549, 1.80919, 1.81371], [2.14099, 1.48169, 0.50451], [0.79960, 0.95276, -0.09967], [0.62501, 0.72551, -1.31043], [-0.05813, 0.75101, 0.92639], [3.02201, 0.22915, 0.37351], [3.53770, -0.41275, 1.53767], [4.23137, -1.59084, 1.36289], [4.46836, -2.13370, 0.07943], [3.91397, -1.52783, -1.03509], [3.28600, -0.29875, -0.90214], [2.74870, 2.64094, -0.26966], [2.04909, 3.45857, -1.13845], [2.66726, 4.59690, -1.70502], [3.93726, 4.96234, -1.29769], [4.66957, 4.12605, -0.45237], [4.09441, 2.98643, 0.06729], [2.14702, 2.42523, 2.49707], [3.26089, -0.04283, 2.50781], [4.63277, -2.08832, 2.21396], [5.07832, -3.02862, -0.02203], [3.99766, -1.94573, -2.07664], [3.03600, 0.27738, -1.79080], [0.97384, 3.26711, -1.41792], [2.08258, 5.18328, -2.41986], [4.36325, 5.85648, -1.75356], [5.68846, 4.41108, -0.14482], [4.66626, 2.32204, 0.70680], [-0.61748, 6.30092, 0.20207], [-1.42624, 5.13440, 1.28760], [-0.46044, 3.95584, 1.32029], [-2.75820, 4.73169, 0.20257], [-4.04415, 5.10072, 0.61385], [-5.09765, 4.87201, -0.28694], [-4.88392, 4.20935, -1.50798], [-3.62648, 3.82593, -1.84209], [-2.51789, 4.03555, -1.00683], [0.16423, 5.73815, -0.33179], [-0.08825, 6.97908, 0.86497], [-1.34909, 6.80810, -0.44618], [-4.08475, 5.62803, 1.57710], [-6.10963, 5.08078, 0.00729], [-5.73396, 4.08149, -2.18487], [-3.40753, 3.36040, -2.77588], [-1.55282, 3.61664, -1.35907], [-4.61871, -6.16962, -0.42513], [-3.43328, -5.45328, 0.50017], [-3.89671, -3.98194, 1.27901], [-2.28057, -3.66568, 1.64611], [-1.42873, -4.66185, 1.37788], [-2.10210, -5.69474, 0.75400], [-1.41142, -6.92642, 0.47540], [-2.07895, -8.10896, 0.25166], [-1.35016, -9.18426, -0.29114], [0.00596, -9.04772, -0.58814], [0.70151, -7.91037, -0.18468], [-0.01576, -6.87866, 0.40009], [-1.95559, -2.31083, 2.66898], [-3.14651, -8.17241, 0.33173], [-1.81709, -10.10711, -0.61462], [0.51120, -9.85687, -1.12561], [1.79038, -7.77647, -0.35762], [0.46737, -5.96548, 0.70377], [-2.89614, -0.13431, -0.84233], [-1.69486, -0.88615, -0.72464], [-2.60962, 0.83225, -0.63247], [-3.45484, -0.33489, -0.02362], [-0.89355, -0.42573, -1.16041], [-1.82601, -1.80227, -1.17312]], "atomic_forces_ev_per_a": [[-0.26, -0.02, -0.14], [0.65, -0.13, 0.11], [-1.03, 0.12, -2.88], [1.46, 0.90, 2.25], [-0.54, -0.42, -1.59], [-0.73, 0.14, 0.73], [0.03, 0.16, 0.92], [0.42, 0.07, 0.71], [0.90, -0.20, 0.97], [-1.14, 0.13, -1.95], [0.56, -0.13, -1.06], [-0.34, -0.06, 0.73], [0.47, 0.06, -1.12], [-0.08, 0.47, 0.59], [0.93, 0.51, 1.03], [-0.98, 0.42, -0.76], [-0.64, -0.63, 0.61], [0.04, 0.04, -0.87], [0.46, 0.56, 0.40], [-1.06, -0.28, -0.63], [-0.14, -0.59, -0.90], [0.10, 0.13, 0.25], [0.27, -0.38, 0.54], [-0.27, 0.03, 0.06], [0.19, 0.33, 1.30], [-0.37, -0.25, 0.26], [1.41, -0.10, 0.47], [0.36, -0.03, 0.26], [0.16, -0.18, 0.33], [-0.53, -0.19, -0.26], [-0.08, 0.07, 0.03], [0.33, 0.32, -0.18], [1.48, -1.80, 0.35], [-1.13, 1.41, 0.05], [-0.03, -0.95, -0.94], [0.61, 0.12, -1.03], [0.26, -0.61, 0.48], [-1.33, 1.21, 0.93], [1.97, -0.29, 0.05], [-0.83, 0.21, 0.20], [-0.53, 0.05, -0.12], [-0.05, 0.37, -0.09], [0.50, -0.08, 0.24], [-0.58, -0.33, -0.47], [-0.26, 0.33, 0.05], [0.38, -0.14, 0.25], [-0.17, -0.42, -0.58], [-0.52, 0.62, 0.76], [0.19, -0.75, -0.18], [-0.02, -0.11, -0.02], [-0.25, -0.30, -0.71], [2.34, -1.26, 1.11], [-1.00, 1.41, 0.29], [-1.62, -0.29, -0.14], [0.40, 0.98, 0.26], [0.26, -0.91, -0.86], [0.44, 0.58, -0.23], [0.06, -0.50, 0.09], [0.22, 0.19, 0.08], [0.06, 0.35, -0.43], [0.27, 0.10, 0.19], [-0.20, 0.01, 0.14], [-0.32, 0.14, 0.26], [-0.11, 0.29, 0.28], [-0.91, -0.26, 0.18], [0.10, 0.14, -0.03], [-0.32, 1.47, -0.33], [0.63, -2.04, -0.03], [-0.06, -0.33, -0.30], [-0.09, -0.39, 0.28], [-0.35, 0.26, -0.26], [-0.05, 0.72, 0.04]]}

***

# 2
{"formula": "C30H28F5N6S2Tl", "method": "ωB97M-V/def2-TZVPD", "spin_multiplicity": 1, "de_lowest_kj_mol": 136.95, "total_energy_ev": -80457.547, "species": ["Tl", "C", "N", "C", "C", "N", "C", "C", "C", "C", "C", "C", "N", "C", "N", "C", "C", "C", "C", "C", "C", "N", "H", "H", "H", "H", "H", "H", "H", "H", "H", "H", "H", "H", "H", "H", "H", "F", "C", "C", "F", "C", "F", "C", "S", "C", "F", "C", "F", "C", "S", "C", "H", "H", "H", "H", "H", "H", "N", "C", "C", "C", "C", "C", "C", "H", "H", "H", "H", "H", "H", "H"], "xyz": [[-0.59540, -0.68650, -0.20130], [1.51620, 0.98210, 2.57690], [1.79180, 0.06460, 1.48860], [3.05760, 0.19450, 0.80370], [2.89650, 0.12400, -0.68410], [1.78940, -0.11700, -1.32840], [2.08970, 0.00420, -2.66980], [1.28080, -0.12560, -3.79280], [1.86350, 0.10280, -5.02090], [3.20950, 0.45170, -5.14810], [4.02930, 0.58060, -4.04340], [3.45410, 0.33900, -2.80620], [3.93920, 0.39820, -1.51660], [0.26400, 1.75960, 2.31070], [-0.58630, 1.49880, 1.36170], [-1.62360, 2.38420, 1.51180], [-2.80020, 2.51380, 0.78470], [-3.69170, 3.47980, 1.20240], [-3.42900, 4.29810, 2.30460], [-2.25690, 4.18990, 3.02820], [-1.36050, 3.21590, 2.62100], [-0.13700, 2.79960, 3.09640], [2.34430, 1.68990, 2.72070], [1.37700, 0.44020, 3.52400], [1.59670, -0.88930, 1.75990], [3.78670, -0.56870, 1.12520], [3.49200, 1.17830, 1.02520], [0.24570, -0.41860, -3.71280], [1.25830, 0.00970, -5.90750], [3.61610, 0.63250, -6.13330], [5.06780, 0.85830, -4.14180], [4.88800, 0.57870, -1.23250], [-2.99050, 1.87450, -0.06290], [-4.61550, 3.61260, 0.66070], [-4.16410, 5.03490, 2.59590], [-2.05850, 4.82760, 3.87550], [0.35090, 3.15950, 3.89840], [1.42520, -6.62540, -2.47790], [0.70170, -5.49570, -2.62490], [0.86080, -4.68770, -3.75090], [1.75870, -5.04370, -4.69000], [0.12380, -3.52910, -3.89800], [0.33870, -2.77610, -4.99430], [-0.82530, -3.10730, -2.93820], [-1.82010, -1.74930, -3.14790], [-0.91730, -3.92970, -1.79640], [-1.72610, -3.54870, -0.76970], [-0.20440, -5.10050, -1.64550], [-0.36970, -5.84950, -0.53480], [-0.39220, -3.53730, 2.79800], [-0.71520, -1.76530, 3.04380], [-2.50850, -1.80450, 2.80780], [-0.82990, -3.85320, 1.85610], [-0.82270, -4.09270, 3.62630], [0.68390, -3.67810, 2.77790], [-2.95610, -2.43620, 3.56930], [-2.73080, -2.18800, 1.81620], [-2.86980, -0.78660, 2.90570], [-1.22710, 1.26320, -2.10730], [-1.75530, 2.39850, -2.71830], [-1.07240, 3.60890, -2.67380], [-1.56830, 4.71280, -3.33740], [-2.76160, 4.63610, -4.03410], [-3.46880, 3.44460, -4.03960], [-2.98070, 2.33550, -3.37770], [-0.21450, 1.28800, -2.07510], [-1.56230, 0.42120, -2.57250], [-0.13860, 3.66640, -2.13330], [-1.00930, 5.63570, -3.31730], [-3.12940, 5.49420, -4.57710], [-4.40470, 3.37670, -4.57300], [-3.52150, 1.40060, -3.39270]], "atomic_forces_ev_per_a": [[-0.27, -0.45, -0.01], [-0.01, -0.03, 0.05], [0.22, -0.15, 0.25], [0.11, -0.05, 0.06], [-0.08, 0.08, -0.05], [-0.11, 0.04, 0.55], [0.84, 0.16, -0.47], [0.18, 0.02, 0.03], [-0.05, 0.02, -0.04], [0.08, 0.07, 0.00], [0.15, -0.04, 0.01], [-0.57, -0.04, -0.36], [0.07, -0.05, 0.19], [-0.08, 0.01, -0.07], [0.49, -0.36, -0.15], [-0.12, 0.57, 0.61], [0.05, 0.04, 0.12], [-0.10, -0.04, -0.14], [0.02, 0.09, 0.05], [-0.01, 0.06, 0.10], [-0.50, -0.07, -0.53], [0.18, -0.09, 0.15], [-0.06, -0.16, 0.01], [0.08, 0.12, -0.13], [0.02, 0.09, 0.00], [-0.05, 0.20, -0.07], [-0.01, -0.18, 0.06], [-0.15, -0.08, 0.00], [-0.08, -0.05, -0.13], [0.03, 0.00, -0.03], [0.11, 0.01, -0.03], [-0.10, 0.02, -0.06], [-0.04, -0.02, -0.14], [-0.10, 0.01, -0.04], [-0.01, 0.05, 0.01], [0.00, 0.09, 0.10], [-0.03, -0.01, -0.03], [-0.24, 0.37, -0.06], [-0.09, 0.08, -0.02], [0.26, -0.31, 0.08], [-0.24, 0.07, 0.23], [-0.27, 0.25, 0.31], [-0.12, -0.37, 0.23], [0.70, -0.97, 0.17], [-0.74, 0.71, -0.13], [-0.03, 0.45, -0.12], [0.15, -0.42, -0.39], [0.25, -0.24, 0.05], [0.12, 0.15, -0.25], [-0.14, 0.48, 0.15], [-0.03, -0.31, 0.15], [0.43, 0.02, 0.03], [0.03, -0.10, -0.13], [0.02, -0.15, 0.00], [0.07, -0.09, -0.01], [-0.11, -0.01, 0.03], [-0.12, -0.01, -0.12], [-0.11, 0.10, -0.01], [-0.11, 0.05, 0.10], [-0.07, 0.38, -0.02], [0.03, -0.08, 0.02], [0.01, 0.09, 0.02], [-0.07, 0.14, -0.11], [-0.05, 0.09, 0.01], [0.10, -0.10, 0.04], [-0.07, -0.03, -0.17], [0.34, -0.15, 0.08], [0.15, 0.01, 0.05], [0.05, 0.13, 0.00], [-0.06, 0.06, 0.00], [-0.11, -0.02, -0.06], [-0.07, -0.13, -0.04]]}

***

Q: Which F_max values were calculated for the entries above? A: 3.06 1.21, in eV Å⁻¹.